[1]
Entry from the Open Molecules 2025 dataset: a structure of composition C28H46N6P2PdS2 (ωB97M-V/def2-TZVPD).

ORCA input file:
```
! wB97M-V def2-TZVPD RIJCOSX def2/J DEFGRID3
* xyz 2 1
Pd 0.25 -0.47 0.11
C -0.63 -1.40 -3.37
P -0.77 -0.39 -1.90
C -2.57 -0.41 -1.54
N -3.37 -0.11 -2.53
C -4.70 -0.15 -2.28
C -5.62 0.22 -3.30
C -6.95 0.14 -3.05
C -7.44 -0.32 -1.79
C -6.58 -0.67 -0.80
C -5.18 -0.58 -1.02
N -4.33 -0.91 -0.02
C -3.04 -0.80 -0.27
P -1.81 -1.32 0.99
C -2.06 -3.11 0.88
C -2.39 -0.77 2.65
C -1.31 -1.21 3.66
C -3.72 -1.42 3.06
C -2.52 0.75 2.61
C -0.42 1.39 -2.33
C 1.07 1.55 -2.62
C -0.74 2.15 -1.03
C -1.22 1.89 -3.53
H -1.37 -1.01 -4.07
H -0.84 -2.44 -3.14
H 0.37 -1.34 -3.81
H -5.23 0.55 -4.26
H -7.66 0.43 -3.82
H -8.50 -0.38 -1.63
H -6.93 -1.02 0.16
H -3.13 -3.29 0.98
H -1.53 -3.64 1.67
H -1.72 -3.48 -0.08
H -1.17 -2.29 3.67
H -1.63 -0.91 4.66
H -0.35 -0.74 3.47
H -3.61 -2.50 3.22
H -4.50 -1.26 2.32
H -4.03 -0.97 4.00
H -1.61 1.24 2.26
H -2.72 1.12 3.62
H -3.34 1.06 1.97
H 1.67 1.35 -1.73
H 1.27 2.59 -2.91
H 1.42 0.91 -3.43
H -0.26 1.60 -0.21
H -1.81 2.21 -0.82
H -0.34 3.16 -1.06
H -0.92 1.40 -4.46
H -1.02 2.96 -3.64
H -2.29 1.76 -3.41
S 1.18 0.53 2.11
C 2.74 1.16 1.73
N 2.99 2.44 1.79
C 4.37 2.87 1.50
C 5.24 1.64 1.76
S 4.15 0.21 1.44
H 2.24 3.09 1.97
H 4.65 3.70 2.15
H 4.44 3.20 0.47
H 5.56 1.58 2.80
H 6.11 1.60 1.11
C 5.58 -1.62 -1.95
C 4.48 -0.75 -2.50
N 3.28 -0.90 -1.68
C 3.01 -1.92 -0.82
N 1.92 -1.87 -0.09
C 1.60 -2.97 0.82
C 2.83 -3.76 1.22
C 3.57 -4.16 -0.03
N 3.89 -2.95 -0.80
C 5.03 -3.01 -1.72
H 5.95 -1.22 -1.01
H 6.41 -1.66 -2.65
H 4.26 -1.02 -3.54
H 4.77 0.30 -2.49
H 2.58 -0.18 -1.68
H 0.86 -3.63 0.36
H 1.14 -2.54 1.72
H 2.54 -4.64 1.79
H 3.47 -3.14 1.85
H 2.95 -4.83 -0.64
H 4.50 -4.67 0.19
H 4.73 -3.46 -2.67
H 5.78 -3.66 -1.27
*
```

- calculated total energy (eV) = -82440.938
- gap between HOMO and LUMO (eV) = 6.9767
- largest force on an atom (eV/A) = 1.4
- highest occupied orbital energy (eV) = -13.57

Here are the Löwdin charges for atoms 1 to 4, given in e: atom 1 (Pd): 0.38, atom 2 (C): -0.19, atom 3 (P): 0.94, atom 4 (C): -0.39

---

[2]
Entry from the Open Molecules 2025 dataset: a structure of composition C28H47AlBeCl2CsF2N4O6PS (ωB97M-V/def2-TZVPD).

ORCA input file:
```
! wB97M-V def2-TZVPD RIJCOSX def2/J DEFGRID3
* xyz 2 1
C 1.48 2.23 3.21
C 0.31 1.47 2.40
P 0.63 1.95 0.58
C -0.60 3.37 0.21
C 0.34 0.47 -0.58
C 1.25 -0.66 0.04
N 1.86 -1.49 0.57
C 1.07 0.83 -1.94
C 0.89 0.15 -3.22
C 1.61 0.47 -4.48
C 2.61 1.57 -4.32
C 2.67 2.15 -2.97
N 2.00 1.84 -1.84
C -1.10 -0.16 -0.69
C -0.83 -1.65 -1.21
N -0.62 -2.69 -1.66
C -1.80 -0.50 0.72
C -2.84 0.55 1.21
C -3.59 -0.12 2.46
S -2.59 0.17 4.02
C -2.09 0.41 -1.75
C -3.41 -0.47 -1.90
F -2.54 1.75 -1.52
H 2.41 2.28 2.59
H 1.64 1.75 4.21
H 1.13 3.29 3.31
H -0.64 1.89 2.80
H 0.47 0.38 2.60
H -0.83 3.47 -0.90
H -1.51 3.38 0.90
H 0.02 4.35 0.48
H 0.15 -0.68 -3.32
H 1.44 -0.06 -5.43
H 3.24 1.89 -5.18
H 3.43 2.97 -2.86
H -2.40 -1.44 0.56
H -1.03 -0.79 1.49
H -3.66 0.75 0.47
H -2.43 1.51 1.60
H -4.60 0.32 2.65
H -3.61 -1.24 2.35
H -2.25 -1.06 4.54
H -1.67 0.43 -2.80
H -3.28 -1.23 -2.71
H -4.21 0.22 -2.28
H -3.78 -0.88 -0.94
Cs -0.02 5.80 0.77
C 5.21 4.85 -6.11
C 4.59 5.81 -5.16
N 4.11 6.56 -4.43
H 5.48 3.93 -5.58
H 4.50 4.60 -6.90
H 6.10 5.28 -6.55
C 1.18 -3.93 3.16
O 0.67 -3.80 4.36
H 1.26 -4.96 2.76
H 0.64 -3.42 2.32
H 2.21 -3.55 3.01
C -1.21 -6.56 5.30
C -1.22 -8.01 4.78
O -0.19 -8.61 5.19
H -0.34 -6.01 4.94
H -2.11 -6.03 4.95
H -1.21 -6.52 6.39
H -1.37 -7.93 3.66
H -2.26 -8.43 5.12
Be -3.48 -8.34 4.24
C 1.49 1.62 7.36
O 1.54 1.47 8.60
O 2.39 0.83 6.70
O 0.76 2.35 6.68
H 2.75 0.43 7.52
F -5.05 -2.27 -1.24
Cl -7.20 5.42 2.11
C -7.32 3.66 1.93
C -6.35 2.92 2.83
Cl -4.67 3.16 2.32
H -7.16 3.41 0.88
H -8.36 3.38 2.19
H -6.54 1.84 2.79
H -6.43 3.25 3.87
Al -9.08 2.53 3.93
C 6.52 -1.56 -5.82
C 5.15 -0.99 -6.14
C 4.18 -2.09 -6.55
O 5.27 -0.04 -7.19
H 6.96 -2.06 -6.69
H 7.21 -0.77 -5.53
H 6.47 -2.28 -5.00
H 4.76 -0.46 -5.27
H 4.53 -2.60 -7.45
H 3.20 -1.66 -6.79
H 4.06 -2.82 -5.76
H 5.62 -0.49 -7.97
*
```

- calculated total energy (eV) = -106151.599
- energy relative to the best compared isomer or geometry (same formula, charge and spin) (eV) = 4.065
- gap between HOMO and LUMO (eV) = 1.5779
- largest force on an atom (eV/A) = 15.4
- highest occupied orbital energy (eV) = -11.00

Here are the Löwdin charges for atoms 1 to 4, given in e: atom 1 (C): -0.15, atom 2 (C): -0.39, atom 3 (P): 1.06, atom 4 (C): -0.53

---

[3]
Entry from the Open Molecules 2025 dataset: a structure of composition C28H47BrN2OP2Tc (ωB97M-V/def2-TZVPD).

ORCA input file:
```
! wB97M-V def2-TZVPD RIJCOSX def2/J DEFGRID3
* xyz 4 4
N -5.03 -0.95 3.00
C -3.96 -0.43 3.60
C -2.96 0.26 2.89
C -3.12 0.43 1.49
C -4.29 -0.12 0.89
C -5.21 -0.79 1.70
C -2.24 1.22 0.67
Tc 0.09 0.38 -0.56
P 2.14 0.60 -1.59
C -2.24 1.09 -0.75
C -1.98 2.24 -1.59
C -2.10 2.11 -3.00
C -1.10 2.68 -3.77
C -0.11 3.40 -3.10
C -0.27 3.88 -1.80
C -1.33 3.37 -1.04
Br 1.39 4.04 -4.18
H -1.74 2.06 1.16
H -2.76 0.27 -1.27
H -2.14 0.72 3.43
H -4.53 0.07 -0.16
H -3.89 -0.55 4.68
H -6.12 -1.18 1.24
H -2.92 1.50 -3.42
H -1.64 3.74 -0.05
H -1.05 2.54 -4.86
H 0.43 4.63 -1.41
P -0.34 -1.81 -0.69
C 2.73 2.15 -0.84
C 3.53 3.03 -1.77
H 3.34 1.85 0.03
H 1.86 2.69 -0.44
H 3.75 3.99 -1.27
H 4.49 2.58 -2.08
H 2.95 3.27 -2.67
C 1.84 0.63 -3.39
C 3.06 0.69 -4.30
H 1.20 1.50 -3.57
H 1.23 -0.26 -3.62
H 2.71 0.95 -5.31
H 3.77 1.47 -4.01
H 3.57 -0.28 -4.36
C 3.50 -0.58 -1.36
C 4.89 0.00 -1.60
H 3.30 -1.42 -2.04
H 3.41 -0.97 -0.34
H 5.63 -0.81 -1.48
H 5.00 0.39 -2.62
H 5.14 0.79 -0.88
C 0.59 -3.10 0.25
C 2.08 -3.29 -0.02
H 0.08 -4.07 0.08
H 0.45 -2.86 1.32
H 2.40 -4.29 0.31
H 2.34 -3.20 -1.08
H 2.69 -2.57 0.54
C -0.16 -2.35 -2.45
C -1.18 -1.71 -3.40
H -0.24 -3.44 -2.47
H 0.87 -2.10 -2.75
H -0.92 -1.97 -4.44
H -2.19 -2.07 -3.20
H -1.19 -0.62 -3.33
C -2.06 -2.41 -0.31
C -2.28 -2.91 1.12
H -2.30 -3.21 -1.02
H -2.76 -1.59 -0.52
H -3.33 -3.19 1.26
H -1.67 -3.79 1.36
H -2.06 -2.11 1.85
C 2.38 -0.12 3.48
N 1.42 0.99 3.49
C 1.33 1.92 4.62
C 0.74 1.24 2.38
O 0.77 0.42 1.39
H 2.93 -0.12 4.42
H 3.10 0.00 2.66
H 1.86 -1.08 3.36
H 1.50 2.96 4.30
H 0.33 1.87 5.10
H 2.09 1.66 5.38
H 0.18 2.19 2.32
*
```

- calculated total energy (eV) = -125600.419
- energy relative to the best compared isomer or geometry (same formula, charge and spin) (eV) = 0.000
- gap between HOMO and LUMO (spin up / spin down) (eV) = 6.0046 / 4.7153
- largest force on an atom (eV/A) = 4.3
- highest occupied orbital energy (spin up / spin down) (eV) = -20.14 / -20.06

Here are the Löwdin charges for atoms 1 to 4, given in e: atom 1 (N): 0.15, atom 2 (C): -0.06, atom 3 (C): 0.03, atom 4 (C): -0.22